{"formula": "C2H4N2OS", "method": "the ωB97M-V functional and the def2-TZVPD basis", "multiplicity": 1, "elements": ["C", "C", "N", "N", "O", "S", "H", "H", "H", "H"], "coordinates": [[1.9818, -0.3061, 0.0887], [0.9791, -0.0235, 0.9994], [2.7991, -0.5516, -0.6876], [-1.2752, 0.6239, -0.9924], [-2.1128, -0.9620, 0.7382], [-1.0448, -0.8603, -0.2272], [0.8886, -0.6727, 1.8552], [0.6829, 1.0022, 1.1324], [-0.6736, 0.8146, -1.7798], [-2.2252, 0.9355, -1.1268]], "forces_ev_per_angstrom": [[1.024, -0.125, -0.639], [-2.724, -0.794, -0.307], [0.001, -0.042, -0.174], [0.257, -0.309, 0.155], [-0.502, -0.114, 0.363], [1.902, 1.550, 0.315], [0.131, -0.009, 0.187], [-0.028, 0.187, 0.016], [0.120, -0.123, -0.081], [-0.182, -0.221, 0.167]]}


{"formula": "C2H4N2OS2", "method": "the ωB97M-V functional and the def2-TZVPD basis", "multiplicity": 1, "smiles": "O/N=C\\N(S)C=S", "elements": ["O", "N", "C", "N", "S", "C", "S", "H", "H", "H", "H"], "coordinates": [[-1.8199, -0.9583, -0.9874], [-1.8950, 0.1953, -0.1357], [-0.6922, 0.5018, 0.3792], [0.6554, 0.1719, -0.0057], [1.0787, 0.1105, -1.5569], [1.4438, 0.2643, 1.0915], [3.1216, 0.0842, 1.1161], [-2.9385, -1.1575, -0.7691], [-0.7361, 1.5079, 0.8032], [1.0172, -1.2713, -1.9342], [0.7650, 0.5514, 1.9989]], "forces_ev_per_angstrom": [[-5.890, 0.236, 2.134], [4.977, -0.515, 1.200], [-3.757, 1.398, -3.066], [-2.712, -0.761, 2.845], [1.008, -1.310, -3.406], [2.433, 0.192, 1.505], [-2.608, 0.232, 0.209], [5.011, 0.104, -1.706], [-0.154, -0.461, 0.675], [-0.034, 1.526, 0.966], [1.726, -0.641, -1.356]]}


{"formula": "C2H4N2OS2", "method": "the ωB97M-V functional and the def2-TZVPD basis", "multiplicity": 1, "elements": ["C", "C", "H", "H", "H", "H", "N", "N", "O", "S", "S"], "coordinates": [[-0.5776, -0.6901, -1.3099], [-0.0572, 0.5733, 0.7172], [2.3190, -2.3628, -1.5868], [-1.4405, -0.9816, -1.9534], [-2.2605, 0.9712, 0.8231], [1.0808, 0.2764, 0.8517], [0.5101, -1.3728, -1.4687], [-0.8699, 0.2638, -0.2539], [-1.9975, 1.1409, -0.3730], [1.9641, -1.2930, -0.8193], [-0.5511, 1.3826, 2.0983]], "forces_ev_per_angstrom": [[0.670, -0.947, 0.227], [3.106, 0.295, 3.461], [0.622, 0.477, 0.581], [0.621, 0.685, 0.772], [0.775, 1.535, -3.781], [-2.652, -0.063, -1.239], [-4.397, 1.647, -0.835], [0.086, 0.282, -2.961], [-0.151, -2.962, 4.366], [1.786, -0.777, 0.283], [-0.466, -0.173, -0.873]]}


{"formula": "C2H4N2OS2", "method": "the ωB97M-V functional and the def2-TZVPD basis", "multiplicity": 1, "smiles": "NC(=S)O/C=N\\S", "elements": ["N", "C", "S", "O", "C", "N", "S", "H", "H", "H", "H"], "coordinates": [[-0.8732, -0.9175, 1.8713], [-1.1501, -0.3845, 0.6983], [-2.6444, -0.5562, -0.0555], [-0.4290, 0.5951, -0.1192], [0.9408, 0.7397, 0.6434], [2.0053, 0.6858, 0.0542], [2.2637, 0.2667, -1.5123], [0.1789, -1.1565, 2.3522], [-1.7731, -1.2619, 2.2011], [1.0398, 0.8555, 1.7628], [3.4086, 0.9248, -1.8060]], "forces_ev_per_angstrom": [[4.046, -0.596, 2.049], [-2.379, 2.875, -4.770], [0.554, -0.549, 0.981], [3.442, -2.566, 5.607], [-2.653, 0.229, -0.106], [2.433, 0.375, -0.112], [-0.534, -0.192, -1.764], [-4.305, 0.981, -1.966], [0.785, -0.613, 0.609], [-1.299, 0.191, -1.278], [-0.090, -0.135, 0.750]]}


{"formula": "C2H4N2OS2", "method": "the ωB97M-V functional and the def2-TZVPD basis", "multiplicity": 1, "smiles": "C=NS/N=C(\\O)S", "elements": ["C", "N", "S", "N", "C", "O", "S", "H", "H", "H", "H"], "coordinates": [[1.4369, -0.6546, -2.4502], [1.3610, -0.1439, -1.3463], [-0.6029, -0.0922, -0.8818], [-1.4169, 0.1302, 0.5772], [-0.7188, 0.2649, 1.6195], [0.5833, 0.2389, 1.7370], [-1.5577, 0.5479, 3.1454], [2.2388, -0.7466, -3.0414], [0.5047, -0.8860, -2.9456], [0.9932, 0.3286, 0.8155], [-2.8215, 1.0129, 2.7706]], "forces_ev_per_angstrom": [[-4.264, -0.123, -0.488], [-0.400, 1.299, 4.613], [-0.138, -0.423, -2.719], [1.827, -0.061, -0.663], [-2.162, 0.445, 0.638], [1.631, 0.289, -1.265], [-0.625, 0.404, 0.930], [3.592, -0.227, -1.582], [-0.585, -0.654, -0.559], [-0.288, -0.325, 1.419], [1.414, -0.623, -0.325]]}


{"formula": "C2H4N2OS2", "method": "the ωB97M-V functional and the def2-TZVPD basis", "multiplicity": 1, "elements": ["C", "C", "H", "H", "H", "H", "N", "N", "O", "S", "S"], "coordinates": [[-0.3999, 0.1122, -0.8057], [1.7239, -0.3777, 2.5235], [-2.5931, -0.5031, 1.3452], [-2.2165, -1.0397, -1.2229], [2.1175, 0.8236, 2.5588], [2.0066, -1.0718, 3.3483], [-1.6756, -0.3654, -0.5326], [0.8302, -0.8322, 1.5919], [-1.6478, -0.9802, 0.7688], [-0.0848, 0.8155, -2.2996], [0.8250, 0.4101, 0.4307]], "forces_ev_per_angstrom": [[-0.793, 0.850, -1.654], [-2.359, 0.542, -1.752], [4.388, -2.104, -2.706], [1.936, 2.051, 1.493], [-0.907, -3.544, -0.209], [-0.245, 0.699, -0.766], [0.090, -2.186, 0.335], [4.100, 2.160, 3.411], [-5.233, 2.206, 1.871], [-0.115, -0.733, 1.221], [-0.861, 0.060, -1.244]]}


{"formula": "C2H4N2S", "method": "the ωB97M-V functional and the def2-TZVPD basis", "multiplicity": 1, "smiles": "N#C[C@@H](N)S", "elements": ["N", "C", "C", "N", "S", "H", "H", "H", "H"], "coordinates": [[-1.8746, 1.5244, 0.0510], [-1.0970, 0.7297, 0.3199], [-0.0636, -0.2158, 0.5900], [0.3318, -1.0126, -0.8507], [1.4508, 0.6062, 1.1649], [-0.3243, -0.9874, 1.3082], [0.3537, -0.2888, -1.5621], [-0.4579, -1.6155, -1.0435], [1.6810, 1.2596, 0.0223]], "forces_ev_per_angstrom": [[-0.480, 0.372, -0.143], [-0.352, 0.138, 0.075], [2.109, -1.792, -3.165], [-0.593, 1.295, 3.223], [-0.146, -0.228, 0.270], [-0.084, 0.072, -0.049], [-0.163, 0.069, 0.016], [-0.227, 0.002, -0.155], [-0.063, 0.072, -0.071]]}


{"formula": "C2H4N2S2", "method": "the ωB97M-V functional and the def2-TZVPD basis", "multiplicity": 1, "elements": ["C", "C", "N", "N", "S", "S", "H", "H", "H", "H"], "coordinates": [[1.0174, 0.1920, 0.2075], [-0.2100, 0.3105, -0.7123], [0.8216, -0.4950, 1.2516], [-1.3922, -0.2966, -0.0971], [2.6188, 0.9238, -0.1281], [-2.9206, -0.5841, -0.6395], [-0.4047, 1.3648, -0.9444], [0.0077, -0.1864, -1.6646], [1.6079, -0.6188, 1.8792], [-1.1458, -0.6102, 0.8477]], "forces_ev_per_angstrom": [[2.184, 0.689, -0.057], [0.312, 0.363, -0.487], [-1.868, -0.917, 0.878], [-1.770, -0.356, -0.752], [-2.294, -0.505, -0.495], [3.035, 0.721, 0.720], [-0.083, -0.103, 0.039], [-0.077, 0.044, 0.033], [0.193, 0.262, -0.349], [0.368, -0.197, 0.470]]}


{"formula": "C2H4N2S2", "method": "the ωB97M-V functional and the def2-TZVPD basis", "multiplicity": 1, "elements": ["C", "C", "N", "N", "S", "S", "H", "H", "H", "H"], "coordinates": [[0.0049, 0.0843, -0.2626], [-3.3160, 0.1031, 0.1579], [0.5798, -0.8027, 0.6343], [-2.1335, -0.1640, 0.2905], [0.3031, 1.8017, 0.1691], [-4.8456, 0.3470, -0.0252], [0.6491, -1.7886, 0.3590], [0.5858, -0.3952, 1.5796], [-0.1178, -0.1140, -1.4126], [-0.1469, 2.3934, -0.9413]], "forces_ev_per_angstrom": [[0.296, -0.303, -0.078], [5.297, -1.134, 0.152], [-1.252, 2.299, -2.426], [-1.967, 0.706, -0.447], [-0.095, -1.125, -0.040], [-2.057, 0.445, -0.145], [-0.294, 0.778, 0.846], [0.191, -1.288, -0.499], [0.116, -0.107, 2.747], [-0.234, -0.270, -0.111]]}


{"formula": "C2H4N2S2", "method": "the ωB97M-V functional and the def2-TZVPD basis", "multiplicity": 1, "smiles": "S=CNNC=S", "elements": ["S", "C", "N", "N", "C", "S", "H", "H", "H", "H"], "coordinates": [[0.4237, 0.8290, 2.0652], [-1.0231, 0.1408, 1.7275], [-1.2742, -0.6784, 0.6915], [-0.3037, -0.9586, -0.2660], [-0.0914, -0.0385, -1.2779], [0.9650, -0.0400, -2.5289], [-1.9493, 0.3065, 2.3323], [-2.1483, -1.1834, 0.6462], [0.4322, -1.6639, -0.0293], [-0.8214, 0.7622, -1.2056]], "forces_ev_per_angstrom": [[-0.620, -0.109, -0.018], [-0.032, 0.461, 0.733], [0.464, -0.183, -0.462], [0.803, -0.343, -0.543], [-0.196, -0.394, 0.149], [-0.306, -0.405, 0.948], [0.818, -0.166, -0.363], [0.159, 0.060, -0.256], [-0.988, 1.014, -0.281], [-0.103, 0.065, 0.094]]}


Energy relative to the best compared isomer or geometry (same formula, charge and spin) for the records above, in order: 344.1 458.2 448.0 327.5 320.7 508.1 89.0 410.9 278.4 190.5 kJ/mol
Energy for the records above, in order: -661.45447 -1059.56876 -1059.57264 -1059.61854 -1059.62112 -1059.54974 -586.26047 -984.35840 -984.40885 -984.44233 Eh